[1]
{
  "formula": "C42H39F5N12O6S2SbSeY",
  "method": "ωB97M-V/def2-TZVPD",
  "symbols": ["Y", "C", "N", "C", "C", "N", "N", "C", "N", "N", "H", "H", "H", "H", "H", "H", "H", "H", "H", "H", "H", "N", "N", "C", "O", "O", "H", "H", "H", "Se", "O", "S", "O", "O", "C", "N", "C", "C", "C", "N", "C", "C", "C", "N", "C", "C", "H", "H", "H", "H", "H", "H", "S", "C", "N", "C", "C", "C", "N", "H", "H", "H", "H", "C", "C", "C", "C", "C", "C", "Sb", "C", "C", "C", "C", "C", "C", "C", "C", "C", "C", "C", "C", "H", "H", "H", "H", "H", "H", "H", "H", "H", "H", "H", "H", "H", "H", "H", "F", "C", "C", "F", "C", "F", "C", "O", "C", "F", "C", "F"],
  "xyz": [[0.536, -0.553, -0.371], [-1.639, -4.929, 2.755], [-0.399, -4.221, 2.478], [0.654, -5.081, 1.962], [-0.426, -2.933, 1.976], [0.301, -2.498, 1.029], [-1.319, -2.105, 2.648], [-1.744, -0.832, 2.290], [-2.825, -0.419, 3.046], [-1.176, -0.142, 1.385], [-1.468, -5.662, 3.544], [-2.007, -5.450, 1.864], [-2.427, -4.254, 3.078], [0.656, -6.001, 2.544], [1.626, -4.602, 2.074], [0.506, -5.333, 0.905], [0.788, -3.198, 0.471], [-1.612, -2.422, 3.555], [-3.455, -1.174, 3.278], [-3.325, 0.345, 2.610], [-1.662, 0.740, 1.236], [-0.381, 0.589, -2.629], [0.742, 1.396, -2.909], [1.561, 1.802, -1.838], [2.644, 2.316, -2.086], [1.043, 1.605, -0.664], [-0.209, -0.379, -2.947], [-1.204, 0.981, -3.071], [1.280, 1.141, -3.724], [1.260, -2.164, -2.278], [7.466, -4.318, 4.726], [8.750, -4.105, 4.087], [9.536, -5.308, 3.887], [9.501, -2.966, 4.593], [8.325, -3.576, 2.390], [9.255, -3.771, 1.452], [8.940, -3.365, 0.231], [7.733, -2.768, -0.084], [6.843, -2.594, 0.967], [7.142, -3.001, 2.198], [5.499, -1.971, 0.776], [4.542, -2.080, 1.775], [3.285, -1.542, 1.555], [2.936, -0.927, 0.425], [3.875, -0.776, -0.514], [5.154, -1.282, -0.383], [9.687, -3.528, -0.541], [7.503, -2.474, -1.097], [4.780, -2.579, 2.704], [2.520, -1.602, 2.318], [3.572, -0.266, -1.419], [5.852, -1.132, -1.193], [1.496, 1.232, 3.041], [2.421, 2.166, 2.006], [2.034, 3.443, 1.711], [2.657, 4.244, 0.821], [3.755, 3.776, 0.181], [4.154, 2.473, 0.536], [3.565, 1.715, 1.419], [1.177, 3.751, 2.151], [2.212, 5.213, 0.657], [4.254, 4.353, -0.578], [5.021, 2.033, 0.050], [-6.132, 4.380, -2.455], [-4.955, 4.246, -3.178], [-3.756, 4.030, -2.517], [-3.707, 3.952, -1.127], [-4.895, 4.078, -0.415], [-6.100, 4.292, -1.071], [-1.863, 3.411, -0.199], [-0.696, 4.991, -1.078], [-0.092, 4.723, -2.306], [0.716, 5.662, -2.931], [0.931, 6.897, -2.338], [0.339, 7.182, -1.115], [-0.461, 6.233, -0.491], [-2.183, 4.411, 1.665], [-1.673, 3.779, 2.800], [-1.781, 4.361, 4.059], [-2.423, 5.579, 4.201], [-2.955, 6.215, 3.084], [-2.833, 5.636, 1.831], [-7.072, 4.538, -2.968], [-4.973, 4.296, -4.260], [-2.851, 3.917, -3.106], [-4.895, 3.990, 0.666], [-7.016, 4.378, -0.499], [-0.192, 3.745, -2.765], [1.196, 5.412, -3.868], [1.566, 7.631, -2.819], [0.504, 8.140, -0.639], [-0.903, 6.479, 0.468], [-1.160, 2.822, 2.719], [-1.360, 3.852, 4.917], [-2.513, 6.035, 5.179], [-3.462, 7.166, 3.191], [-3.249, 6.146, 0.968], [-6.717, -0.626, -0.472], [-5.488, -0.884, -1.043], [-5.078, -2.133, -1.560], [-4.684, -2.478, -2.810], [-4.302, -1.763, -0.435], [-4.287, -2.430, 0.774], [-3.007, -0.987, -0.728], [-1.928, -1.478, -0.907], [-3.526, 0.477, -0.868], [-3.990, 0.760, 0.483], [-4.666, 0.180, -1.621], [-4.662, 0.341, -2.947]],
  "lowdin_charge": [0.9626, -0.0593, -0.1608, -0.0538, -0.4079, 0.0735, 0.1526, -0.4969, 0.1558, 0.0750, 0.0851, 0.0974, 0.0721, 0.0869, 0.0944, 0.1013, 0.0147, 0.1364, 0.0928, 0.0856, 0.0143, -0.0667, -0.0306, -0.7627, 0.0073, -0.2538, -0.0761, 0.0780, 0.1248, -0.2302, -0.3786, 0.3835, -0.3808, -0.3757, -0.3458, 0.1110, -0.1347, -0.0093, -0.2157, 0.1652, -0.1341, 0.0127, -0.1545, -0.0395, -0.1900, -0.0021, 0.1009, 0.0960, 0.1159, 0.0766, 0.0752, 0.1042, 0.5853, -0.8605, 0.0706, -0.0635, -0.0502, -0.1151, 0.0908, 0.1148, 0.1204, 0.1064, 0.1181, -0.1053, -0.0969, -0.1331, -0.3869, -0.1375, -0.0956, 1.5764, -0.3598, -0.1401, -0.0800, -0.1043, -0.1084, -0.1351, -0.3944, -0.1575, -0.0893, -0.1016, -0.0964, -0.1556, 0.0936, 0.0978, 0.0900, 0.0941, 0.0965, 0.0775, 0.1045, 0.0938, 0.0943, 0.0761, 0.0483, 0.1033, 0.0951, 0.0965, 0.1013, 0.0479, -0.2826, -0.0929, 0.0462, -0.2445, 0.0440, -0.2491, 0.0236, -0.1343, -0.0999, -0.1390, 0.1101],
  "charge": -2,
  "e_homo_ev": -1.97,
  "gap_ha": 0.186,
  "largest_force_ev_per_a": 0.625,
  "de_lowest_kcal_mol": 152.18,
  "lumo_ev": 3.1
}

***

[2]
{
  "formula": "C2H4ClP",
  "method": "ωB97M-V/def2-TZVPD",
  "symbols": ["C", "C", "P", "Cl", "H", "H", "H", "H"],
  "xyz": [[0.383, -0.322, 0.613], [-0.218, -0.599, -0.755], [0.981, 1.496, 0.203], [-1.833, -0.313, -0.760], [-0.487, -0.598, 1.316], [1.314, -0.881, 0.808], [0.134, -0.853, -1.673], [-0.274, 2.070, 0.248]],
  "lowdin_charge": [-0.6090, -0.7179, 0.7498, 0.6648, 0.0720, 0.0444, 0.0041, -0.2082],
  "charge": 0,
  "e_homo_ev": [-8.15, -7.85],
  "gap_ha": [0.293, 0.261],
  "largest_force_ev_per_a": 4.727,
  "de_lowest_kcal_mol": 62.46,
  "lumo_ev": [-0.2, -0.7]
}

***

[3]
{
  "formula": "C5H4N2",
  "method": "ωB97M-V/def2-TZVPD",
  "symbols": ["C", "C", "C", "C", "C", "N", "N", "H", "H", "H", "H"],
  "xyz": [[0.185, 1.349, 2.578], [0.285, 0.670, 1.554], [0.193, -0.016, 0.342], [1.016, -0.093, -0.759], [0.237, -0.762, -1.714], [-0.976, -1.060, -1.252], [-0.979, -0.616, -0.005], [-0.680, 1.953, 2.235], [2.023, 0.291, -0.823], [0.501, -1.021, -2.728], [-1.805, -0.695, 0.572]],
  "lowdin_charge": [0.0188, -0.0694, -0.3051, -0.0083, -0.1474, 0.0457, 0.0208, 0.0644, 0.1112, 0.1013, 0.1680],
  "charge": 0,
  "e_homo_ev": -9.47,
  "smiles": "C#Cc1ccn[nH]1",
  "gap_ha": 0.348,
  "largest_force_ev_per_a": 1.344,
  "de_lowest_kcal_mol": 77.40,
  "lumo_ev": 0.0
}